(1)
ORCA calculation (wB97M-V/def2-TZVPD) on one molecule with the formula C18H18ClN3O2.

**Energy relative to the best compared isomer or geometry (same formula, charge and spin)**: 2.533 eV
**Frontier orbital gap**: 0.3080 Eh
**SMILES**: Cc1cc(OCCn2cc(/C(N)=N/O)c3ccccc32)ccc1Cl
**Electronic energy**: -1471.63061 Eh

```
! RIJCOSX wB97M-V def2-TZVPD def2/J DEFGRID3
* xyz 0 1
C 4.3424 -3.9524 3.6212
C 3.4609 -3.4602 2.5189
C 2.4040 -2.6050 2.7701
C 1.5734 -2.1373 1.7510
C 1.8127 -2.5429 0.4439
C 2.8667 -3.4006 0.1752
C 3.6796 -3.8500 1.1971
Cl 4.9911 -4.9170 0.8212
H 3.0549 -3.7189 -0.8383
H 1.1926 -2.2165 -0.3752
O 0.5647 -1.3147 2.1602
C -0.2707 -0.7015 1.2097
C 0.4168 0.4934 0.5164
N -0.4908 1.1788 -0.3546
C -0.6231 0.9603 -1.6955
C -1.6313 1.7315 -2.2157
C -2.1736 2.4733 -1.1153
C -3.2003 3.4072 -0.9980
C -3.4695 3.9323 0.2459
C -2.7381 3.5470 1.3726
C -1.7182 2.6242 1.2846
C -1.4407 2.0907 0.0313
H -1.1580 2.3313 2.1602
H -2.9787 3.9813 2.3317
H -4.2604 4.6586 0.3618
H -3.7520 3.6986 -1.8759
C -2.0562 1.7855 -3.6032
N -2.8624 2.7189 -3.9458
O -3.2460 2.6944 -5.3116
H -3.8272 3.4604 -5.3851
N -1.5203 0.8756 -4.4815
H -1.2271 -0.0168 -4.1252
H -1.9675 0.8627 -5.3853
H 0.0492 0.2868 -2.1943
H 0.7769 1.1821 1.2863
H 1.2783 0.1461 -0.0604
H -0.6311 -1.4205 0.4637
H -1.1314 -0.3382 1.7783
H 2.1961 -2.2800 3.7775
H 4.3109 -5.0401 3.6700
H 4.0278 -3.5458 4.5778
H 5.3756 -3.6629 3.4342
*
```

(2)
ORCA calculation (wB97M-V/def2-TZVPD) on a 6-piece molecular cluster, C44H66I2N2O18P2S overall in a non-equilibrium geometry.

**Energy relative to the best compared isomer or geometry (same formula, charge and spin)**: 0.991 eV
**Frontier orbital gap**: 0.2674 Eh
**SMILES**: C/C(I)=C(\I)N1C(=O)c2c([PH2]=O)c(OCCNC[C@@H](C)O)c(CC(=O)c3ccccc3)c(P(O)(O)=S)c2C1=O.CCOC(C)=O.CCOC(C)=O.CCOC(C)=O.CCOC(C)=O.CCOC(C)=O
**Electronic energy**: -4856.34211 Eh

```
! RIJCOSX wB97M-V def2-TZVPD def2/J DEFGRID3
* xyz 0 1
C -3.9191 -4.9428 -1.2140
C -4.4337 -3.9659 -0.1716
I -5.3718 -4.8742 1.4864
C -4.3133 -2.6432 -0.3009
I -3.4150 -1.9445 -2.1020
N -4.7484 -1.7107 0.6867
C -4.0443 -1.7098 1.9362
O -4.3331 -2.1846 2.9984
C -2.8253 -0.8206 1.6509
C -1.5768 -0.8252 2.1690
P -1.1108 -2.0972 3.3836
O -1.3593 -1.6882 4.7837
C -0.7139 0.1603 1.7216
O 0.5652 0.1839 2.2328
C 0.5034 0.6257 3.6301
C 1.6996 1.5214 3.9789
N 2.9117 0.6957 4.0433
C 3.9420 1.0680 3.0767
C 4.7415 -0.1341 2.5836
C 3.8837 -1.0850 1.7084
O 5.8382 0.3964 1.8572
C -1.1122 1.0864 0.7785
C -0.0759 2.0919 0.3287
C 0.3705 1.6714 -1.0951
O -0.4298 1.2634 -1.9145
C 1.8271 1.7146 -1.4900
C 2.8581 1.7835 -0.5834
C 4.1410 1.7768 -1.0583
C 4.4288 1.7175 -2.3862
C 3.3962 1.6571 -3.2985
C 2.1145 1.6631 -2.8300
C -2.4107 1.0951 0.2564
P -3.0630 2.3446 -0.9394
O -4.2685 3.0432 -0.1266
O -2.0067 3.5265 -1.2748
S -3.7304 1.6446 -2.5889
C -3.2564 0.0947 0.6937
C -4.7097 -0.2834 0.3424
O -5.5971 0.3922 -0.0902
H -3.9831 -5.9496 -0.8014
H -2.8517 -4.7598 -1.3519
H -4.4676 -4.8642 -2.1503
H 0.2353 -2.4684 3.1479
H -1.9447 -3.1981 3.0810
H 0.5613 -0.2417 4.2926
H -0.4405 1.1533 3.7749
H 1.4801 1.9383 4.9679
H 1.7562 2.3048 3.2183
H 2.6744 -0.2830 3.9532
H 3.5544 1.6003 2.2014
H 4.6427 1.7483 3.5763
H 5.0822 -0.6702 3.4814
H 3.6861 -2.0031 2.2656
H 4.3679 -1.3107 0.7586
H 2.9240 -0.5971 1.5213
H 6.1056 -0.2257 1.1758
H -0.4131 3.1237 0.3651
H 0.8134 2.0193 0.9476
H 2.6295 1.8348 0.4683
H 4.9483 1.8196 -0.3335
H 5.4360 1.6958 -2.7813
H 3.5507 1.6062 -4.3673
H 1.2867 1.6006 -3.5257
H -3.8447 3.4145 0.6738
H -1.9208 4.0933 -0.4922
O -3.1003 -2.4035 -6.1371
C -3.2942 -1.2753 -6.5004
O -4.1620 -0.5019 -5.8272
C -4.3586 0.8927 -6.0856
C -5.3028 1.1166 -7.2490
C -2.6391 -0.7376 -7.7512
H -3.4006 1.3980 -6.2179
H -4.7994 1.2979 -5.1772
H -4.9110 0.7000 -8.1773
H -5.4785 2.1826 -7.3972
H -6.2585 0.6277 -7.0576
H -3.1829 -1.1051 -8.6202
H -1.6174 -1.1095 -7.7861
H -2.5812 0.3474 -7.7933
O 6.1320 0.0964 -5.0063
C 5.9278 -1.0314 -4.6475
O 5.7905 -1.2826 -3.3352
C 5.4028 -2.5492 -2.7964
C 6.5806 -3.4954 -2.6877
C 5.9010 -2.1747 -5.6330
H 4.5749 -2.9727 -3.3677
H 5.0162 -2.3355 -1.8008
H 7.0163 -3.7143 -3.6625
H 6.2737 -4.4359 -2.2288
H 7.3673 -3.0494 -2.0786
H 6.9248 -2.4486 -5.8833
H 5.3923 -1.8358 -6.5329
H 5.3670 -3.0544 -5.2816
O -4.4221 4.8769 2.1520
C -3.7857 4.7294 3.1600
O -2.6157 4.0627 3.0864
C -1.6987 3.9306 4.1808
C -2.0982 2.8032 5.1103
C -4.3043 5.1938 4.4959
H -1.5811 4.8829 4.6998
H -0.7343 3.7035 3.7267
H -3.0727 2.9783 5.5652
H -1.3627 2.6864 5.9069
H -2.1682 1.8641 4.5591
H -5.0341 4.4724 4.8603
H -4.7927 6.1554 4.3548
H -3.5325 5.3391 5.2478
O 9.2821 -0.8348 2.0141
C 9.4222 -0.2930 3.0755
O 9.7571 -1.0336 4.1494
C 10.0839 -0.4748 5.4236
C 8.8419 -0.1526 6.2288
C 9.1519 1.1825 3.2438
H 10.7438 0.3868 5.3079
H 10.6615 -1.2414 5.9381
H 8.2197 0.5930 5.7336
H 9.1130 0.2253 7.2153
H 8.2313 -1.0474 6.3529
H 8.0749 1.3343 3.3128
H 9.5296 1.7013 2.3654
H 9.6388 1.6338 4.1056
O -8.5604 -5.0447 -2.0984
C -8.6856 -3.8506 -2.0979
O -7.8900 -3.1069 -1.3138
C -7.8566 -1.6729 -1.3423
C -8.9683 -1.0725 -0.5096
C -9.7728 -3.1794 -2.9050
H -7.8560 -1.3083 -2.3715
H -6.9001 -1.3942 -0.9163
H -9.9538 -1.3493 -0.8865
H -8.8937 0.0153 -0.5035
H -8.9054 -1.4343 0.5175
H -10.7169 -3.2709 -2.3701
H -9.8526 -3.6935 -3.8605
H -9.5824 -2.1318 -3.1255
*
```